(1)
15
Properties=species:S:1:pos:R:3:forces:R:3:lowdin_charge:R:1 method="wB97M-V/def2-TZVPD" mol_weight_g_mol=85.13 homo_lumo_gap_ev="8.9 / 11.5" max_force_ev_per_a=1.8 relative_energy_kcal_mol=122.9 energy_ev=-7364.5125 charge=+1 homo_ev="-14.686 / -14.925"
O -0.9594 -0.5989 -0.4219 -0.48 -0.95 -1.03 -0.04
C 1.3226 -0.3313 0.2601 -0.30 0.00 0.21 -0.11
C 0.7427 1.0615 -0.0845 0.26 0.13 -0.33 -0.10
C 0.2933 -1.3261 -0.2881 1.51 -0.93 -0.06 -0.05
C -1.4958 0.0444 0.7649 -0.85 0.93 1.01 0.06
C -0.7087 0.8068 -0.1773 -0.05 0.90 0.28 -0.05
H 0.9595 1.8164 0.6703 -0.05 -0.03 -0.01 0.14
H -1.0749 -0.2772 1.7143 0.17 -0.07 -0.15 0.16
H 1.4338 -0.4349 1.3395 0.02 -0.04 -0.07 0.13
H 0.5247 -1.6601 -1.3022 -0.15 0.12 0.14 0.15
H 2.2968 -0.4822 -0.1970 -0.02 -0.03 0.01 0.13
H -2.5799 0.1038 0.7448 0.11 -0.13 -0.15 0.15
H 0.1370 -2.1982 0.3504 -0.22 0.19 -0.11 0.15
H 1.1325 1.4200 -1.0387 -0.09 0.03 0.01 0.14
H -2.0242 2.0560 -2.3346 0.14 -0.12 0.25 0.13

=====

(2)
17
Properties=species:S:1:pos:R:3:forces:R:3:lowdin_charge:R:1 method="wB97M-V/def2-TZVPD" mol_weight_g_mol=138.26 homo_lumo_gap_ev=8.3 max_force_ev_per_a=5.1 relative_energy_kcal_mol=76.5 energy_ev=-28025.2751 homo_ev=-9.315
S -1.5617 -1.3824 0.2229 0.71 0.78 0.21 0.76
S -1.9329 1.5318 -0.5896 2.63 -2.69 1.52 0.61
O 0.9733 1.7559 0.0805 -0.92 -1.06 0.23 -0.08
C -0.8743 0.2366 -0.0205 -2.94 1.36 -0.22 -0.96
C 1.0411 0.0546 1.8248 -4.18 -2.22 -1.81 0.00
C 0.5883 0.3741 0.3093 2.81 1.10 1.53 -0.67
C 1.4284 -0.4080 -0.6910 0.52 -1.99 -0.46 -0.04
H 0.0828 2.1266 -0.0034 0.17 1.19 -0.21 -0.03
H -2.2062 -0.8789 -2.3076 -2.41 1.95 -2.07 -0.01
H 2.2664 0.2370 -0.9838 -0.13 -0.44 0.22 0.10
H 0.7711 -0.4954 -1.5334 0.09 -0.15 -1.09 0.06
H 0.8431 -1.0263 2.0036 -0.16 0.38 -0.21 0.07
H -2.7842 -0.3734 -2.7869 2.34 -2.06 1.85 0.05
H 2.0510 0.1004 2.0458 1.94 1.22 0.05 0.06
H 1.7808 -1.5084 -0.4846 -0.72 2.21 0.22 0.13
H -2.7749 -0.8873 0.4588 -0.30 -0.12 -0.26 -0.11
H 0.3079 0.5431 2.4551 0.57 0.56 0.51 0.08